[1]
C29H25BF4N4OP2Yb | ωB97M-V with the def2-TZVPD basis set

Calculated values
<S²>: 0.751
E, eV: -100143.7259
M, g/mol: 767.3
Charge: +1
Spin multiplicity: 2
Gap between HOMO and LUMO (spin up / spin down), eV: 8.60 / 7.39

CARTESIAN COORDINATES (ANGSTROEM)
Yb  1.3204  0.6224  1.4966
C  -2.8122  0.3216  0.1981
N  -1.4162  0.2661  -0.2714
P  -0.4493  -1.1382  -0.0189
C  -1.2657  -2.3718  -1.0754
C  -1.9381  -1.9753  -2.2292
C  -2.5280  -2.9251  -3.0513
C  -2.4366  -4.2741  -2.7351
C  -1.7576  -4.6733  -1.5912
C  -1.1728  -3.7273  -0.7625
C  -0.6917  -1.8291  1.6626
C  0.4868  -2.1340  2.3579
C  0.4402  -2.6562  3.6471
C  -0.7845  -2.8703  4.2540
C  -1.9613  -2.6051  3.5576
C  -1.9184  -2.1014  2.2707
P  -0.5055  1.7511  -0.1540
C  0.8044  1.5442  -1.4162
C  1.8633  2.4460  -1.2958
C  2.9159  2.4214  -2.2016
C  2.9140  1.4940  -3.2308
C  1.8560  0.5988  -3.3642
C  0.8070  0.6212  -2.4631
C  -1.6019  3.0275  -0.7918
C  -2.0696  2.9598  -2.1031
C  -2.9268  3.9403  -2.5697
C  -3.3090  4.9876  -1.7346
C  -2.8378  5.0576  -0.4321
C  -1.9818  4.0729  0.0449
H  -3.3083  -0.6117  -0.0667
H  -3.3386  1.1345  -0.2991
H  -2.8769  0.4705  1.2791
H  -2.0302  -0.9231  -2.4723
H  -3.0609  -2.6099  -3.9396
H  -2.8972  -5.0132  -3.3779
H  -1.6879  -5.7242  -1.3400
H  -0.6526  -4.0471  0.1332
H  1.4515  -2.0588  1.8604
H  1.3589  -2.8966  4.1669
H  -0.8278  -3.2622  5.2620
H  -2.9194  -2.8042  4.0218
H  -2.8436  -1.9319  1.7367
H  1.8564  3.1877  -0.5058
H  3.7322  3.1249  -2.1006
H  3.7348  1.4689  -3.9364
H  1.8511  -0.1185  -4.1752
H  -0.0040  -0.0855  -2.5770
H  -1.7576  2.1504  -2.7547
H  -3.2952  3.8973  -3.5869
H  -3.9763  5.7545  -2.1071
H  -3.1364  5.8747  0.2119
H  -1.6088  4.1163  1.0616
F  0.9109  2.4038  2.9735
B  0.4904  1.3150  3.7690
F  0.1008  1.5525  5.0110
F  1.6182  0.3681  3.6417
F  -0.4823  0.6755  2.9048
N  4.5746  -2.1526  0.3633
C  4.0212  -0.9895  0.6987
O  2.7573  -0.8325  0.5753
C  4.8347  0.0648  1.2117
C  6.2296  -0.0528  1.4305
N  7.3569  -0.2370  1.5824
C  4.0543  1.1839  1.4490
N  3.1568  1.9238  1.4933
H  3.9996  -2.8777  -0.0286
H  5.5703  -2.2898  0.4328

Atomic forces in eV per Å
0.666 -0.630 -1.205
-0.013 0.018 -0.147
-0.056 -0.012 0.219
-0.379 0.156 0.132
0.099 0.046 -0.023
-0.065 -0.021 -0.026
0.015 -0.018 0.007
0.006 0.035 0.013
0.002 0.014 -0.018
0.027 -0.018 0.006
0.082 -0.145 -0.190
-0.165 -0.228 -0.092
-0.027 0.047 0.005
0.014 0.007 -0.008
-0.039 -0.009 0.034
-0.059 0.065 0.012
-0.159 -0.318 -0.612
-0.183 0.128 -0.070
-0.035 -0.016 -0.058
0.025 -0.013 -0.005
-0.001 -0.002 -0.005
0.014 -0.010 0.004
0.021 -0.014 -0.025
0.053 -0.039 0.190
-0.011 0.031 -0.052
-0.018 0.019 -0.012
0.013 -0.035 0.000
-0.007 -0.002 -0.022
-0.014 -0.009 0.007
0.008 -0.007 -0.001
-0.007 0.000 -0.010
0.012 -0.008 -0.002
0.002 -0.023 0.016
0.010 -0.010 0.029
0.013 0.018 0.020
0.001 0.035 -0.005
-0.031 0.008 -0.016
-0.063 0.059 -0.001
-0.020 0.017 -0.007
-0.013 -0.001 -0.025
0.041 0.008 -0.002
0.014 -0.001 0.008
0.033 0.025 0.050
-0.025 -0.010 0.001
-0.023 -0.003 0.016
0.008 0.016 0.023
-0.025 0.012 0.003
-0.008 0.026 0.024
0.013 0.002 0.031
0.020 -0.023 0.008
0.018 -0.028 -0.016
-0.015 0.008 -0.013
-0.041 0.121 0.299
-0.423 0.189 0.741
0.070 -0.038 -0.157
0.039 0.069 0.417
-0.151 0.053 0.323
0.029 -0.073 -0.066
0.190 0.074 0.080
-0.011 0.095 0.269
0.064 0.098 0.067
-0.032 -0.033 0.016
-0.132 0.016 -0.045
0.203 -0.080 -0.275
0.450 0.373 0.153
-0.015 -0.008 0.007
-0.009 -0.001 -0.021

***

[2]
C29H25CeNO6S3 | ωB97M-V with the def2-TZVPD basis set

Calculated values
E, eV: -89693.1451
M, g/mol: 719.8
Charge: -2
Gap between HOMO and LUMO, eV: 6.18

CARTESIAN COORDINATES (ANGSTROEM)
Ce  -7.7448  -14.3577  11.4330
C  -9.1340  -14.5063  8.9808
C  -7.7840  -14.7476  8.6758
C  -7.4427  -16.0247  9.2155
C  -8.6026  -16.5920  9.7868
C  -9.6309  -15.6249  9.7235
H  -9.6709  -13.6329  8.7044
H  -7.0628  -14.1347  8.1541
H  -6.4579  -16.4262  9.2706
H  -8.6828  -17.5665  10.2181
H  -10.6962  -15.7750  9.9975
O  -4.7133  -14.4683  13.1943
S  -5.8707  -15.3623  13.3414
O  -5.9387  -16.3438  14.3864
O  -7.1260  -14.4605  13.4995
O  -6.1185  -15.9567  11.9583
C  -12.9628  -10.4279  6.0417
C  -12.0433  -10.3325  7.3269
C  -10.5621  -10.3321  6.8952
C  -12.3212  -8.9358  7.9833
C  -12.4171  -11.3367  8.4011
C  -13.7525  -11.6261  8.6546
C  -14.1194  -12.3756  9.7434
C  -13.1217  -12.8811  10.5295
S  -13.3419  -13.8684  11.9354
C  -11.5983  -13.9980  12.0217
N  -10.9271  -13.3322  11.1567
C  -11.7645  -12.6972  10.2820
C  -11.4086  -11.8774  9.1906
C  -11.0332  -14.9530  12.9888
C  -11.7989  -15.4241  14.0595
C  -11.3612  -16.5689  14.7255
C  -10.0759  -17.0505  14.4642
C  -9.2577  -16.4313  13.5181
C  -9.6973  -15.3714  12.7529
H  -12.5730  -9.8064  5.2139
H  -13.9938  -10.1102  6.2366
H  -12.9714  -11.4511  5.7088
H  -10.3858  -9.5724  6.1387
H  -10.3199  -11.3617  6.4782
H  -9.8783  -10.1229  7.6925
H  -11.9873  -8.1495  7.3369
H  -11.8796  -8.7395  8.9746
H  -13.3968  -8.8183  8.1779
H  -14.4904  -11.1672  8.0482
H  -15.2107  -12.5181  9.8891
H  -10.3987  -11.5854  9.0740
H  -12.8013  -15.0672  14.3221
H  -11.9600  -17.0320  15.5576
H  -9.6861  -17.9192  14.9665
H  -8.2654  -16.8391  13.3236
O  -4.9389  -12.2874  8.9379
C  -5.5478  -12.2979  10.0415
O  -5.8858  -13.3664  10.6379
C  -5.8250  -10.9885  10.7115
C  -4.8627  -9.9958  10.4529
C  -4.9752  -8.6821  10.9147
C  -6.0594  -8.3206  11.6593
C  -7.0904  -9.2695  11.8177
C  -7.0182  -10.5787  11.3398
S  -8.5165  -11.6235  11.3032
H  -4.0395  -10.3148  9.8773
H  -4.1861  -7.9922  10.5935
H  -6.2474  -7.2929  12.0442
H  -8.0222  -9.0474  12.3601

Atomic forces in eV per Å
-1.299 -0.243 -1.622
0.409 -0.826 0.328
0.289 -0.855 0.320
-0.703 0.513 -0.141
0.179 1.006 0.098
-0.757 -0.001 -0.841
-0.349 0.418 -0.051
-0.183 0.295 0.129
0.488 -0.306 -0.148
0.033 -0.293 0.397
1.048 0.153 -0.034
-0.749 -1.369 1.227
1.305 1.656 -0.826
0.636 -0.381 0.222
0.469 0.212 0.237
-0.609 -0.197 0.499
0.726 0.411 0.676
-0.453 1.790 -0.129
-0.617 -1.877 -0.707
-0.603 -0.328 0.539
1.206 -0.309 -0.416
0.441 0.198 0.217
-1.498 0.404 -0.780
-0.595 -0.729 0.911
0.015 0.013 -0.292
0.162 -0.599 1.220
0.309 -0.143 -0.010
-0.167 0.912 -0.972
-1.209 -0.234 0.736
0.788 0.672 -0.006
-0.486 -1.278 -0.146
0.162 0.057 1.246
-0.031 0.056 -0.502
-0.177 -0.800 0.331
-0.720 0.645 -0.341
-0.059 -0.163 0.480
0.217 -0.084 0.051
-0.086 -0.505 -0.259
-0.124 -0.002 -0.241
-0.015 1.245 0.357
0.293 0.004 0.620
0.101 0.599 -0.549
0.327 -0.596 -0.406
0.088 0.001 -0.301
-0.707 0.199 -0.503
0.951 -0.160 0.329
0.888 -0.005 -0.136
0.344 0.206 -0.342
0.543 0.569 -0.986
-0.057 -0.243 0.296
-0.115 0.030 0.365
-0.918 0.117 1.579
1.172 -0.109 -2.081
-0.709 -0.240 0.504
0.245 1.665 -0.473
-1.108 -0.099 1.050
1.396 -0.433 -0.940
-2.021 0.236 0.554
-0.313 0.164 0.721
-0.361 -1.097 -0.546
1.087 0.737 0.321
0.895 -0.102 -0.620
-0.330 -0.022 0.425
0.408 -0.822 -0.327
0.507 0.269 -0.311

***

[3]
C29H25F4N2O2 | ωB97M-V with the def2-TZVPD basis set

Calculated values
E, eV: -48415.3568
M, g/mol: 509.5
Structure (SMILES): Cc1ccc([C@H]2N(C)C(=O)[C@H](Cc3ccccc3)[N@@H+]2C(c2cc(F)cc(F)c2)c2cc(F)cc(F)c2)o1
Charge: +1
Gap between HOMO and LUMO, eV: 7.65

CARTESIAN COORDINATES (ANGSTROEM)
C  -2.9139  -4.7567  4.3588
C  -2.3762  -4.0454  5.4988
C  -2.1291  -4.3442  6.8101
C  -1.5501  -3.1852  7.4078
C  -1.5510  -2.2140  6.4309
C  -0.9306  -0.9001  6.3594
N  -0.7858  -0.2283  7.6381
C  -1.9390  -0.0268  8.5006
C  0.4612  -0.4155  8.2014
O  0.7413  -0.1446  9.3644
C  1.3519  -1.0681  7.1574
C  2.7038  -0.3654  7.1604
C  3.7896  -1.0675  6.3918
C  4.7560  -0.2919  5.7531
C  5.7653  -0.9076  5.0265
C  5.8350  -2.3026  4.9671
C  4.9013  -3.0780  5.6552
C  3.8889  -2.4636  6.3970
N  0.4797  -1.1321  5.8733
C  0.3304  -1.0899  4.0474
C  -0.9518  -0.6134  3.4609
C  -1.4039  0.7092  3.5066
C  -2.5146  1.0453  2.7254
F  -2.8395  2.3746  2.5584
C  -3.2708  0.1130  2.0144
C  -2.8291  -1.2093  2.0748
F  -3.6027  -2.1994  1.5084
C  -1.6488  -1.5663  2.6991
C  1.5522  -0.6003  3.3808
C  2.5495  -1.5640  3.1449
C  3.6301  -1.2052  2.3495
F  4.5745  -2.1539  2.0326
C  3.7753  0.0687  1.7972
C  2.7642  0.9922  2.0702
F  2.8590  2.2616  1.5432
C  1.6455  0.6785  2.8308
O  -1.9936  -2.7522  5.2641
H  -3.4193  -5.6575  4.7132
H  -3.6347  -4.1605  3.7863
H  -2.1221  -5.0811  3.6688
H  -2.3300  -5.2930  7.3096
H  -1.1976  -3.0848  8.4372
H  -1.4560  -0.2471  5.6673
H  -1.5958  0.0734  9.5324
H  -2.4765  0.8854  8.2325
H  -2.6339  -0.8699  8.4215
H  1.4929  -2.1126  7.5052
H  2.5819  0.6878  6.8416
H  2.9759  -0.3650  8.2422
H  4.6930  0.7942  5.8340
H  6.4959  -0.3014  4.4995
H  6.6171  -2.7871  4.3766
H  4.9535  -4.1693  5.6255
H  3.1934  -3.0682  6.9914
H  0.5413  -2.1820  5.7312
H  0.3282  -2.1792  3.9554
H  -0.9216  1.4646  4.1380
H  -4.1123  0.4027  1.3965
H  -1.2912  -2.5970  2.6421
H  2.4718  -2.5644  3.5775
H  4.5927  0.3114  1.1324
H  0.8592  1.4165  3.0092

Atomic forces in eV per Å
-0.483 -0.936 -0.923
0.594 0.778 1.404
-0.056 -0.449 -0.293
-0.098 0.792 -0.232
-0.430 -2.111 1.121
0.127 0.831 0.574
0.742 -0.701 0.242
-0.503 0.328 0.026
-1.231 0.428 1.210
0.093 -0.542 -2.006
1.059 0.748 0.442
-0.166 0.059 0.325
0.067 -0.026 0.173
-0.227 -0.221 -0.127
0.096 -0.260 0.000
-0.041 0.009 -0.103
-0.064 -0.065 0.132
0.164 0.234 -0.352
-0.517 -2.382 -0.704
0.996 -0.321 -0.331
-0.619 0.374 -0.012
-0.383 0.209 -0.118
-0.088 0.932 -0.519
0.311 -1.584 0.577
0.632 -0.266 0.248
-0.710 -0.332 -0.427
1.057 1.212 0.459
0.081 -0.201 0.376
0.749 -0.171 -0.291
0.142 0.348 -0.014
0.645 -0.496 -0.409
-1.046 1.058 0.439
-0.649 -0.117 0.235
0.160 0.775 -0.299
-0.062 -1.560 0.590
0.132 0.286 0.243
-0.349 0.166 0.093
0.024 0.060 -0.131
0.151 -0.046 0.186
-0.145 0.087 0.109
0.069 0.402 -0.293
-0.269 0.033 -0.427
0.028 -0.089 0.013
0.068 -0.063 -0.219
0.070 -0.048 -0.035
0.179 0.117 0.037
-0.192 0.503 -0.445
0.122 -0.491 0.150
-0.209 0.219 -0.599
0.057 -0.245 -0.155
-0.030 -0.108 0.091
-0.284 0.185 0.234
0.090 0.371 0.016
0.300 0.136 -0.338
-0.351 1.698 0.561
-0.017 0.270 0.156
-0.223 -0.218 -0.428
-0.003 0.004 0.212
-0.279 0.335 0.050
0.153 0.286 -0.284
0.043 -0.004 0.106
0.522 -0.221 -0.318

***

The calculation returns the following energy above the lowest of the compared OMol25 structures with the same formula, charge and spin values, one per record and in order: 1.248; 0.993; 0.000 eV.